Record 1
Entry from OMol25: a structure of composition C33H49BN9PdSe at a distorted geometry (wB97M-V/def2-TZVPD).

```
94
C33H49BN9PdSe (wB97M-V/def2-TZVPD)
Pd -0.26 1.78 -0.60
C -1.77 4.71 -2.34
C -0.78 4.97 -1.26
C -0.31 6.19 -0.78
C 0.61 5.88 0.21
C 1.42 6.81 1.04
N 0.67 4.54 0.30
N -0.17 3.98 -0.59
B 1.57 3.69 1.21
N 2.42 2.79 0.30
N 1.85 2.05 -0.66
C 2.82 1.51 -1.41
C 2.50 0.71 -2.63
C 4.05 1.92 -0.89
C 3.76 2.73 0.19
C 4.69 3.44 1.09
N 0.66 2.81 2.09
N -0.28 2.01 1.56
C -0.92 1.41 2.56
C -2.03 0.45 2.33
C -0.38 1.85 3.77
C 0.63 2.74 3.43
C 1.52 3.51 4.33
H -1.91 5.61 -2.94
H -2.73 4.43 -1.91
H -1.42 3.90 -2.98
H -0.60 7.17 -1.10
H 1.16 7.84 0.78
H 2.48 6.66 0.85
H 1.23 6.65 2.09
H 2.25 4.37 1.87
H 1.45 0.42 -2.61
H 3.14 -0.17 -2.69
H 2.68 1.31 -3.52
H 5.02 1.66 -1.25
H 5.71 3.16 0.86
H 4.48 3.20 2.13
H 4.59 4.52 0.98
H -2.37 0.53 1.30
H -2.87 0.66 3.00
H -1.69 -0.57 2.51
H -0.67 1.55 4.76
H 1.31 3.26 5.36
H 1.38 4.58 4.19
H 2.57 3.29 4.11
C -5.42 0.38 -0.66
C -4.75 1.76 -0.64
C -3.35 1.66 -0.96
N -2.24 1.54 -1.25
H -6.49 0.51 -0.51
H -5.03 -0.25 0.13
H -5.25 -0.11 -1.62
H -4.85 2.23 0.34
H -5.21 2.41 -1.39
C 3.15 -5.18 1.23
C 2.23 -3.98 1.41
C 2.62 -2.76 0.57
C 2.35 -2.89 -0.93
N 0.97 -3.20 -1.26
C -0.09 -2.37 -1.09
Se -0.02 -0.75 -0.17
N -1.19 -2.97 -1.61
C -2.53 -2.43 -1.65
C -3.52 -3.21 -0.77
C -3.34 -3.03 0.73
C -2.14 -3.78 1.30
C -0.84 -4.20 -2.11
C -1.57 -5.19 -2.75
C -0.90 -6.33 -3.13
C 0.46 -6.49 -2.88
C 1.21 -5.51 -2.26
C 0.54 -4.35 -1.88
H 2.90 -5.94 1.96
H 4.19 -4.89 1.38
H 3.06 -5.62 0.24
H 2.26 -3.68 2.46
H 1.20 -4.27 1.18
H 3.68 -2.56 0.70
H 2.08 -1.89 0.94
H 2.96 -3.67 -1.37
H 2.60 -1.93 -1.39
H -2.87 -2.47 -2.69
H -2.48 -1.39 -1.33
H -3.46 -4.27 -1.01
H -4.52 -2.86 -1.05
H -4.24 -3.41 1.22
H -3.25 -1.97 0.97
H -2.11 -4.80 0.92
H -2.21 -3.83 2.38
H -1.20 -3.28 1.05
H -2.62 -5.08 -2.96
H -1.44 -7.12 -3.62
H 0.95 -7.41 -3.18
H 2.26 -5.64 -2.08
```

Calculated values
E_LUMO (alpha / beta) = -3.73 / -3.73 eV
Energy above the lowest of the compared OMol25 structures with the same formula, charge and spin = 91.0 kJ/mol
2S+1 = 1
Kohn-Sham gap (alpha / beta) = 6.6 / 6.6 eV
Total charge = +1

What are the Mulliken partial charges on each atom? They are as follows, in elementary charge units:
1. Pd -0.057
2. C -1.404
3. C 0.228
4. C -1.401
5. C 0.980
6. C -1.321
7. N 0.059
8. N 0.684
9. B -0.768
10. N 0.812
11. N 0.337
12. C 0.303
13. C -1.320
14. C -1.564
15. C 1.022
16. C -1.342
17. N 0.607
18. N 0.669
19. C 0.344
20. C -0.987
21. C -1.780
22. C 1.157
23. C -1.383
24. H 0.393
25. H 0.114
26. H 0.297
27. H 0.506
28. H 0.356
29. H 0.254
30. H 0.251
31. H -0.039
32. H 0.086
33. H 0.373
34. H 0.341
35. H 0.512
36. H 0.377
37. H 0.235
38. H 0.241
39. H -0.173
40. H 0.522
41. H 0.203
42. H 0.514
43. H 0.359
44. H 0.251
45. H 0.235
46. C -1.052
47. C -0.512
48. C 0.323
49. N -0.264
50. H 0.441
51. H 0.150
52. H 0.311
53. H 0.316
54. H 0.402
55. C -1.321
56. C -0.223
57. C 0.011
58. C -0.387
59. N 0.408
60. C -0.533
61. Se 0.293
62. N 0.906
63. C -0.246
64. C -0.875
65. C 0.260
66. C -1.199
67. C 0.933
68. C -0.796
69. C -0.885
70. C -0.829
71. C -0.660
72. C 0.634
73. H 0.421
74. H 0.323
75. H 0.219
76. H 0.515
77. H -0.073
78. H 0.627
79. H -0.163
80. H 0.629
81. H -0.717
82. H 0.328
83. H -0.381
84. H 0.423
85. H 0.489
86. H 0.446
87. H -0.401
88. H 0.372
89. H 0.536
90. H 0.048
91. H 0.439
92. H 0.420
93. H 0.432
94. H 0.378

=====

Record 2
Entry from OMol25: a cluster of 11 separate species, C33H49ClN10O3P in total at a distorted geometry (wB97M-V/def2-TZVPD).

```
97
C33H49ClN10O3P (wB97M-V/def2-TZVPD)
O 2.68 4.90 1.30
C 3.35 3.86 1.07
C 3.14 2.89 -0.20
P 2.67 1.08 0.30
O 2.27 0.83 -1.39
C 0.85 1.06 -1.61
C 0.04 1.51 -0.25
Cl -0.26 3.33 -0.32
C -1.21 0.50 -0.27
C -2.43 0.94 0.67
C -3.84 0.21 0.28
C -4.96 1.38 0.29
C -5.82 1.71 1.54
C -6.83 2.91 1.41
C -6.92 3.71 0.07
C -6.05 3.37 -1.17
C -5.06 2.19 -1.06
O 1.03 1.40 0.79
H 4.21 3.62 1.82
H 4.20 2.81 -0.68
H 2.47 3.35 -1.00
H 4.09 0.83 0.17
H 2.99 1.52 1.65
H 2.61 -0.33 0.64
H 0.67 1.71 -2.53
H 0.50 0.01 -1.95
H -0.86 -0.53 0.09
H -1.59 0.37 -1.35
H -2.60 2.07 0.49
H -2.20 0.82 1.79
H -3.78 -0.31 -0.74
H -4.06 -0.60 1.06
H -5.69 1.11 2.52
H -7.50 3.23 2.28
H -7.65 4.59 -0.03
H -6.08 3.94 -2.15
H -4.37 1.91 -1.94
C 5.30 2.67 4.79
C 4.64 1.69 3.88
N 4.11 0.91 3.16
H 5.73 3.49 4.21
H 4.57 3.08 5.50
H 6.10 2.18 5.35
C 0.09 -3.09 -3.11
C -1.10 -2.32 -2.63
N -2.04 -1.71 -2.26
H -0.14 -4.15 -3.15
H 0.37 -2.75 -4.11
H 0.93 -2.93 -2.43
C -2.86 -5.04 -0.09
C -1.41 -4.71 -0.25
N -0.26 -4.45 -0.37
H -2.97 -6.09 0.20
H -3.30 -4.41 0.68
H -3.38 -4.87 -1.04
C 1.66 -7.78 -0.93
C 0.19 -7.89 -0.70
N -0.98 -7.98 -0.52
H 1.94 -6.73 -1.08
H 2.20 -8.16 -0.06
H 1.95 -8.35 -1.81
C 6.39 5.41 1.25
C 7.73 5.47 1.93
N 8.78 5.52 2.46
H 6.27 4.44 0.76
H 5.59 5.54 1.98
H 6.32 6.20 0.50
C -0.73 5.21 -4.19
C -2.06 4.55 -3.94
N -3.10 4.03 -3.75
H -0.65 6.11 -3.58
H 0.08 4.52 -3.92
H -0.64 5.47 -5.24
C -2.96 -9.39 2.41
C -3.91 -8.23 2.44
N -4.66 -7.32 2.47
H -1.93 -9.03 2.51
H -3.17 -10.08 3.23
H -3.06 -9.92 1.46
C 0.10 -11.21 1.30
C 1.50 -10.79 0.94
N 2.59 -10.46 0.67
H -0.23 -10.67 2.18
H -0.57 -10.99 0.47
H 0.07 -12.28 1.50
C 10.75 8.20 2.41
C 12.20 8.54 2.24
N 13.35 8.81 2.11
H 10.65 7.16 2.69
H 10.31 8.83 3.19
H 10.22 8.38 1.47
C -8.85 3.36 -4.56
C -9.58 3.03 -3.29
N -10.15 2.78 -2.29
H -9.39 2.96 -5.41
H -8.76 4.44 -4.66
H -7.85 2.92 -4.53
```

Calculated values
E_LUMO = 1.36 eV
2S+1 = 1
Kohn-Sham gap = 5.7 eV
Total charge = -1

What are the Mulliken partial charges on each atom? They are as follows, in elementary charge units:
1. O -0.677
2. C 0.522
3. C -0.672
4. P 0.272
5. O -0.490
6. C -0.046
7. C 0.775
8. Cl -0.249
9. C -0.412
10. C -0.641
11. C -0.533
12. C 0.212
13. C -0.350
14. C -0.416
15. C -0.426
16. C -0.514
17. C -0.170
18. O -0.551
19. H -0.040
20. H 0.307
21. H 0.242
22. H 0.061
23. H -0.316
24. H 0.090
25. H 0.196
26. H -0.287
27. H 0.120
28. H 0.234
29. H 0.356
30. H 0.255
31. H 0.234
32. H 0.387
33. H 0.289
34. H 0.286
35. H 0.258
36. H 0.468
37. H 0.246
38. C -0.712
39. C 0.420
40. N -0.444
41. H 0.122
42. H 0.254
43. H 0.303
44. C -1.061
45. C 0.534
46. N -0.518
47. H 0.319
48. H 0.399
49. H 0.312
50. C -0.692
51. C 0.417
52. N -0.476
53. H 0.186
54. H 0.294
55. H 0.261
56. C -0.819
57. C 0.437
58. N -0.471
59. H 0.285
60. H 0.271
61. H 0.298
62. C -0.571
63. C 0.293
64. N -0.479
65. H 0.173
66. H 0.247
67. H 0.353
68. C -0.656
69. C 0.373
70. N -0.423
71. H 0.243
72. H 0.170
73. H 0.305
74. C -0.597
75. C 0.194
76. N -0.416
77. H 0.159
78. H 0.412
79. H 0.260
80. C -0.605
81. C 0.338
82. N -0.470
83. H 0.114
84. H 0.261
85. H 0.366
86. C -0.601
87. C 0.283
88. N -0.398
89. H 0.217
90. H 0.263
91. H 0.245
92. C -0.724
93. C 0.341
94. N -0.400
95. H 0.297
96. H 0.250
97. H 0.242

=====

Record 3
Entry from OMol25: a cluster of 3 separate species, C33H49F15N3O5 in total at a distorted geometry (wB97M-V/def2-TZVPD).

```
105
C33H49F15N3O5 (wB97M-V/def2-TZVPD)
C -0.27 6.27 1.58
C -1.23 5.76 0.49
C -1.99 4.50 1.03
F -1.07 3.74 1.66
F -2.48 3.81 -0.03
C -3.18 4.68 2.03
F -4.00 5.68 1.57
F -2.70 5.08 3.22
C -4.11 3.44 2.24
F -4.91 3.80 3.26
F -4.85 3.26 1.14
C -3.43 2.10 2.65
F -2.77 1.59 1.62
F -4.37 1.26 3.02
F -2.59 2.31 3.65
N -2.18 6.89 0.15
C -1.57 7.91 -0.77
C -1.56 7.28 -2.17
C -1.20 5.79 -2.08
C -0.40 5.46 -0.81
C 0.31 4.10 -0.77
O 1.33 4.01 -0.13
C -0.15 2.80 -1.48
F -0.51 1.93 -0.50
F -1.21 2.99 -2.29
C 1.01 2.09 -2.28
F 1.79 1.43 -1.43
F 0.40 1.21 -3.10
C 1.85 3.06 -3.16
F 2.37 2.36 -4.19
F 0.99 3.99 -3.67
C 3.06 3.74 -2.46
O 3.87 3.12 -1.85
O 3.06 5.08 -2.65
H -0.69 6.20 2.58
H 0.00 7.31 1.39
H 0.64 5.68 1.55
H -2.50 7.33 1.01
H -3.04 6.55 -0.30
H -2.17 8.81 -0.73
H -0.56 8.13 -0.45
H -2.57 7.37 -2.57
H -0.87 7.84 -2.80
H -2.12 5.21 -2.09
H -0.65 5.50 -2.97
H 0.44 6.16 -0.75
H 3.93 5.35 -2.97
C 4.94 -4.49 0.21
C 4.38 -3.62 1.36
C 2.85 -3.60 1.31
C 2.29 -2.77 0.16
C 2.88 -1.36 0.15
C 4.41 -1.34 0.19
N 4.90 -2.22 1.29
O 4.84 -1.63 2.43
C 4.98 -1.76 -1.18
C 4.90 0.08 0.44
C 4.85 -4.25 2.66
H 4.99 -5.53 0.53
H 4.32 -4.48 -0.69
H 5.95 -4.18 -0.06
H 2.47 -3.19 2.25
H 2.48 -4.63 1.25
H 2.48 -3.26 -0.80
H 1.20 -2.70 0.25
H 2.54 -0.81 -0.73
H 2.50 -0.82 1.02
H 6.06 -1.88 -1.12
H 4.77 -0.99 -1.91
H 4.56 -2.68 -1.56
H 4.46 0.51 1.33
H 4.62 0.71 -0.41
H 5.99 0.11 0.54
H 5.94 -4.25 2.72
H 4.50 -5.28 2.70
H 4.46 -3.73 3.53
C -4.08 -5.19 1.52
C -3.67 -5.86 0.19
C -2.46 -6.77 0.40
C -1.16 -6.00 0.63
C -0.92 -4.98 -0.49
C -2.10 -4.04 -0.72
N -3.36 -4.84 -0.86
O -3.48 -5.32 -2.05
C -2.21 -3.02 0.42
C -1.88 -3.24 -2.00
C -4.87 -6.68 -0.28
H -4.76 -5.84 2.06
H -3.24 -4.99 2.18
H -4.60 -4.24 1.34
H -2.34 -7.41 -0.48
H -2.66 -7.43 1.24
H -1.17 -5.50 1.60
H -0.32 -6.70 0.66
H -0.04 -4.38 -0.26
H -0.70 -5.53 -1.41
H -3.12 -2.44 0.34
H -1.36 -2.33 0.37
H -2.18 -3.47 1.41
H -1.69 -3.88 -2.86
H -1.02 -2.59 -1.86
H -2.75 -2.62 -2.22
H -5.73 -6.04 -0.46
H -5.13 -7.39 0.50
H -4.65 -7.23 -1.19
```

Calculated values
E_LUMO (alpha / beta) = -3.35 / -3.35 eV
2S+1 = 3
Kohn-Sham gap (alpha / beta) = 6.1 / 7.2 eV
Total charge = +1

Here are the Mulliken charges for atoms 1 to 99, given in e:
1. C -1.358
2. C -0.349
3. C 0.403
4. F -0.372
5. F -0.329
6. C 0.916
7. F -0.346
8. F -0.284
9. C 0.564
10. F -0.280
11. F -0.242
12. C 0.664
13. F -0.221
14. F -0.238
15. F -0.239
16. N 0.147
17. C -0.571
18. C -0.695
19. C -1.151
20. C 0.731
21. C -0.750
22. O -0.586
23. C 0.893
24. F -0.247
25. F -0.328
26. C 0.470
27. F -0.243
28. F -0.337
29. C 0.947
30. F -0.297
31. F -0.250
32. C 0.175
33. O -0.425
34. O -0.409
35. H 0.374
36. H 0.408
37. H 0.348
38. H 0.490
39. H 0.501
40. H 0.455
41. H 0.295
42. H 0.341
43. H 0.367
44. H 0.319
45. H 0.456
46. H 0.868
47. H 0.397
48. C -1.889
49. C 2.022
50. C -1.573
51. C 0.438
52. C -1.098
53. C 1.694
54. N 0.518
55. O -0.632
56. C -1.751
57. C -1.827
58. C -1.926
59. H 0.498
60. H 0.286
61. H 0.336
62. H 0.452
63. H 0.406
64. H 0.345
65. H -0.411
66. H 0.102
67. H 0.438
68. H 0.358
69. H 0.417
70. H 0.311
71. H 0.387
72. H 0.357
73. H 0.483
74. H 0.461
75. H 0.445
76. H 0.384
77. C -1.821
78. C 1.817
79. C -1.504
80. C -0.436
81. C -0.257
82. C 2.009
83. N 0.464
84. O -0.614
85. C -1.772
86. C -1.855
87. C -1.891
88. H 0.502
89. H 0.296
90. H 0.319
91. H 0.410
92. H 0.381
93. H 0.287
94. H 0.478
95. H -0.807
96. H 0.585
97. H 0.461
98. H 0.261
99. H 0.158

=====

Record 4
Entry from OMol25: a structure of composition C33H50AsGeN9O5SY (wB97M-V/def2-TZVPD).

```
101
C33H50AsGeN9O5SY (wB97M-V/def2-TZVPD)
Y 0.65 -0.62 -0.82
C -2.46 -2.77 -4.06
As -2.02 -1.04 -3.38
C -3.45 -0.42 -2.25
C -1.73 0.18 -4.82
O -0.58 -1.22 -2.45
H -3.27 -2.66 -4.78
H -2.77 -3.42 -3.25
H -1.59 -3.19 -4.57
H -4.39 -0.74 -2.69
H -3.42 0.66 -2.19
H -3.35 -0.87 -1.27
H -2.64 0.22 -5.41
H -0.92 -0.18 -5.45
H -1.50 1.18 -4.44
N 4.49 3.88 -0.42
C 4.33 3.40 0.80
N 4.98 3.92 1.82
N 3.51 2.36 1.08
C 2.88 1.66 0.25
N 2.21 0.95 -0.42
H 5.09 4.68 -0.60
H 3.94 3.54 -1.19
H 5.59 4.72 1.73
H 4.84 3.54 2.74
C -5.79 7.89 1.95
C -4.58 6.96 1.99
S -4.79 5.68 0.77
O -5.84 4.79 1.16
O -4.78 6.25 -0.55
C -3.29 4.66 0.87
C -3.61 3.48 -0.04
N -2.41 2.74 -0.51
C -1.86 1.69 0.11
N -0.87 1.16 -0.62
C -0.77 1.93 -1.76
C -1.72 2.90 -1.69
N -1.95 3.90 -2.71
O -1.35 3.71 -3.75
O -2.69 4.82 -2.45
C -2.32 1.17 1.42
H -5.64 8.69 2.68
H -6.70 7.35 2.21
H -5.90 8.34 0.97
H -4.49 6.46 2.95
H -3.66 7.49 1.75
H -3.14 4.36 1.91
H -2.43 5.23 0.51
H -4.13 3.84 -0.92
H -4.24 2.75 0.46
H -0.04 1.79 -2.53
H -3.39 0.92 1.40
H -2.17 1.91 2.21
H -1.76 0.27 1.69
N 5.20 -3.99 -3.57
C 3.74 -3.61 -3.52
C 3.46 -2.57 -2.43
N 2.04 -2.21 -2.35
H 5.37 -4.71 -4.28
H 5.53 -4.37 -2.67
H 5.80 -3.19 -3.80
H 3.20 -4.54 -3.33
H 3.48 -3.25 -4.52
H 4.04 -1.66 -2.61
H 3.76 -2.96 -1.46
H 1.49 -3.05 -2.16
H 1.68 -1.87 -3.24
C 5.56 -3.67 1.45
C 4.53 -4.52 1.85
C 3.21 -4.09 1.80
C 2.90 -2.80 1.35
C 3.93 -1.96 0.95
C 5.25 -2.39 1.00
Ge 1.02 -2.30 1.53
C -0.26 -3.70 1.14
C -0.69 -4.50 2.20
C -1.57 -5.55 1.98
C -2.04 -5.81 0.70
C -1.63 -5.01 -0.36
C -0.75 -3.96 -0.14
C 0.64 -1.28 3.10
C -0.67 -1.24 3.60
C -0.94 -0.62 4.81
C 0.09 -0.02 5.52
C 1.39 -0.04 5.03
C 1.66 -0.65 3.82
H 6.58 -4.00 1.51
H 4.76 -5.51 2.22
H 2.43 -4.78 2.11
H 3.73 -0.94 0.64
H 6.05 -1.71 0.72
H -0.35 -4.31 3.22
H -1.89 -6.18 2.80
H -2.73 -6.62 0.52
H -2.00 -5.21 -1.36
H -0.44 -3.37 -1.00
H -1.48 -1.74 3.07
H -1.95 -0.62 5.21
H -0.12 0.45 6.47
H 2.19 0.41 5.61
H 2.68 -0.69 3.45
```

Calculated values
E_LUMO (alpha / beta) = -9.56 / -11.62 eV
Energy above the lowest of the compared OMol25 structures with the same formula, charge and spin = 35.6 kJ/mol
2S+1 = 2
Kohn-Sham gap (alpha / beta) = 7.7 / 5.8 eV
Total charge = +4

Here are the Mulliken charges for atoms 1 to 99, given in e:
1. Y 1.025
2. C -1.060
3. As 0.678
4. C -0.950
5. C -1.019
6. O -0.264
7. H 0.462
8. H 0.304
9. H 0.374
10. H 0.554
11. H 0.198
12. H 0.326
13. H 0.461
14. H 0.392
15. H 0.256
16. N -0.306
17. C 0.662
18. N -0.340
19. N -0.593
20. C 0.870
21. N -0.908
22. H 0.223
23. H 0.177
24. H 0.217
25. H 0.241
26. C -1.264
27. C -0.421
28. S 1.192
29. O -0.657
30. O -0.616
31. C -0.719
32. C -1.659
33. N 0.599
34. C 0.483
35. N 0.158
36. C -0.546
37. C -0.727
38. N 1.155
39. O -0.625
40. O -0.550
41. C -1.122
42. H 0.387
43. H 0.364
44. H 0.369
45. H 0.373
46. H 0.387
47. H 0.473
48. H 0.514
49. H 0.628
50. H 0.411
51. H 0.971
52. H 0.531
53. H 0.386
54. H -0.267
55. N -0.258
56. C -0.721
57. C -0.682
58. N -0.255
59. H 0.392
60. H 0.335
61. H 0.364
62. H 0.413
63. H 0.403
64. H 0.524
65. H 0.131
66. H 0.150
67. H 0.242
68. C -0.772
69. C -0.718
70. C -0.679
71. C 0.952
72. C 0.035
73. C -0.534
74. Ge -0.413
75. C 0.908
76. C -0.201
77. C -0.828
78. C -0.684
79. C -0.998
80. C 0.271
81. C 1.177
82. C -0.232
83. C -0.736
84. C -0.556
85. C -0.720
86. C -0.507
87. H 0.471
88. H 0.483
89. H 0.447
90. H -0.003
91. H 0.501
92. H 0.498
93. H 0.450
94. H 0.438
95. H 0.412
96. H 0.047
97. H 0.474
98. H 0.480
99. H 0.451

=====

Which of these has the highest 2S+1?
C33H49F15N3O5

=====

Which of these has the lowest total charge?
C33H49ClN10O3P

=====

What is the total charge in the fourth record?
+4